{"formula": "C5H8N3O", "method": "the ωB97M-V functional and the def2-TZVPD basis", "homo_ev": [-13.492, -13.506], "charge": 1, "de_lowest_ev": 4.870, "lumo_energy_ev": [-6.2, -6.1], "multiplicity": 1, "smiles": "C=C1C[NH+]=C(N=O)N1C", "symbols": ["O", "N", "N", "N", "C", "C", "C", "C", "C", "H", "H", "H", "H", "H", "H", "H", "H"], "xyz": [[1.498, -3.179, 0.301], [-0.590, -1.057, 1.353], [0.233, -0.167, -0.477], [0.633, -2.444, -0.073], [-0.957, 0.316, 1.438], [1.118, -0.001, -1.593], [-0.536, 0.898, 0.082], [0.268, -1.215, 0.349], [-0.898, 2.069, -0.447], [-0.437, 0.907, 2.205], [2.102, 0.541, -1.349], [-0.402, 2.402, -1.350], [-0.830, -1.706, 2.164], [-2.072, 0.463, 1.679], [1.614, -0.951, -2.009], [0.694, 0.510, -2.597], [-1.439, 2.613, 0.324]], "mulliken_charge": [-0.17, -0.10, 0.15, 0.04, -0.53, -0.90, 0.51, 0.39, -0.94, 0.31, 0.36, 0.31, 0.30, 0.37, 0.32, 0.29, 0.30]}